The following is a DFT calculation (the ωB97M-V functional and the def2-TZVPD basis) of 2 unconnected molecules or ions with the total composition C4H7N2O in a non-equilibrium geometry.

Properties
- Total charge: +1
- LUMO level: -5.07 eV
- Energy relative to the best compared isomer or geometry (same formula, charge and spin): 486.8 kJ/mol
- Frontier orbital gap: 9.8 eV

The geometry in XYZ format:
```
14
Properties=species:S:1:pos:R:3:forces:R:3
C 0.511403 0.420751 -0.764060 -2.40 -0.42 0.33
C -1.123592 -0.043091 0.550998 -0.17 1.81 -0.92
C 1.842624 0.037930 -0.461268 1.72 -0.61 -0.13
C -0.617452 -0.946117 1.616835 -0.99 -1.49 -2.81
N -1.223616 1.680227 -1.598945 -0.59 0.30 -0.85
N -0.211474 0.988767 -1.559956 -0.84 0.38 1.02
O -2.029542 0.655971 0.269979 2.02 -2.02 0.54
H 2.586894 0.791216 -0.792412 -0.44 -0.03 0.87
H 1.829546 -0.256562 0.612950 0.86 0.50 -0.85
H 2.159674 -0.817797 -1.067200 -0.32 -0.32 0.23
H -0.929553 -1.994844 1.416425 -0.28 0.47 -0.54
H -1.225212 -0.737463 2.440893 0.17 0.73 2.13
H 0.439699 -1.069568 1.492391 0.50 0.60 1.21
H -2.009398 1.290581 -2.156630 0.76 0.09 -0.22
```
Forces are in eV/Å.